1.
The following is a DFT calculation (ωB97M-V/def2-TZVPD) of C24H65BCrF7N3O10 as an isolated structure.

Results
charge	+1
relative energy (zero: lowest compared OMol25 entry of this formula, charge and spin)	412.6	kJ/mol
multiplicity	4
LUMO (alpha / beta)	-6.81 / -5.28	eV
calculated total energy	-3638.2553	Eh
HOMO level (alpha / beta)	-10.827 / -10.827	eV
HOMO-LUMO gap (alpha / beta)	4.02 / 5.55	eV
maximum force	4.5	eV Å⁻¹

Atoms and positions in Å:
Cr1 -10.7593 -13.2463 11.1641
B1 -12.1600 -10.4779 11.4624
F1 -11.3114 -9.8131 10.6249
F2 -11.7726 -10.3219 12.7633
F3 -13.4580 -10.0274 11.3304
F4 -12.0717 -11.8283 11.1672
C1 -13.2445 -14.7681 13.1888
O1 -14.1919 -14.9085 12.1585
O2 -12.1022 -14.2594 12.5239
C2 -13.8467 -13.9605 14.4432
F5 -13.1194 -14.0426 15.5540
F6 -13.9282 -12.6833 14.0887
F7 -15.0669 -14.3761 14.7761
C3 -14.6052 -16.2343 11.8272
C4 -15.7924 -16.0484 10.8711
H1 -16.4417 -15.2631 11.2582
H2 -15.4232 -15.7148 9.9013
H3 -16.2638 -16.9818 10.5632
H4 -14.9478 -16.8334 12.6709
H5 -13.8902 -16.8718 11.3070
H6 -13.0320 -15.7702 13.5611
C5 -8.0071 -8.7040 10.2879
C6 -7.9877 -9.2236 11.7177
O3 -7.6414 -10.5477 11.8398
H7 -7.0409 -8.6598 9.7853
H8 -8.3520 -7.6704 10.2577
H9 -8.6836 -9.2830 9.6592
H10 -8.9380 -8.9758 12.1904
H11 -7.3340 -8.5666 12.2914
H12 -6.7607 -10.6727 11.4788
C7 -8.2613 -13.2206 8.0770
C8 -8.5311 -12.3053 9.2384
O4 -9.8684 -12.2480 9.6047
H13 -7.1953 -13.3657 7.9018
H14 -8.6105 -12.8632 7.1082
H15 -8.5568 -14.2339 8.3488
H16 -8.2755 -11.2731 8.9990
H17 -7.8632 -12.6871 10.0106
H18 -10.2817 -11.6919 8.9401
C9 -12.6542 -6.0383 8.3747
C10 -12.6370 -7.4790 8.8996
O5 -11.3272 -7.9495 8.8227
H19 -13.6290 -5.5845 8.1962
H20 -12.2218 -5.9352 7.3795
H21 -12.0988 -5.3728 9.0356
H22 -13.2814 -8.0845 8.2622
H23 -12.9435 -7.5492 9.9433
H24 -11.2807 -8.8307 9.2007
C11 -11.2622 -4.6923 13.2123
C12 -10.5113 -5.9553 12.8115
C13 -9.6156 -6.5106 13.9462
O6 -8.4150 -5.6748 14.0287
C14 -7.6597 -5.9949 15.1654
N1 -11.5459 -6.8609 12.4041
H25 -11.8015 -4.7906 14.1544
H26 -11.9582 -4.3881 12.4305
H27 -10.5614 -3.8616 13.2957
H28 -9.8923 -5.6619 11.9636
H29 -9.3340 -7.5497 13.7752
H30 -10.1198 -6.5577 14.9114
H31 -8.2419 -5.9490 16.0858
H32 -6.7575 -5.4222 15.3801
H33 -7.3399 -7.0167 14.9613
H34 -12.0510 -6.5370 11.5918
H35 -11.2787 -7.8048 12.1634
C15 -16.1583 -12.1619 9.9836
C16 -16.6099 -10.6778 9.9466
C17 -17.1944 -10.1227 11.3076
O7 -18.4205 -10.7464 11.7492
C18 -18.7487 -10.4336 13.0612
N2 -15.4662 -9.8830 9.6937
H36 -17.0197 -12.8140 10.1279
H37 -15.4425 -12.4026 10.7696
H38 -15.6674 -12.4152 9.0440
H39 -17.2694 -10.3702 9.1351
H40 -17.2235 -9.0332 11.3204
H41 -16.4484 -10.2960 12.0832
H42 -18.6860 -9.3492 13.1513
H43 -18.1353 -10.9625 13.7907
H44 -19.7592 -10.6597 13.4016
H45 -15.6901 -8.9537 10.0199
H46 -14.7349 -10.0795 10.3620
C19 -7.9620 -13.2687 13.6601
C20 -9.4302 -12.8995 13.7976
C21 -9.7716 -12.0459 15.0524
O8 -9.2665 -10.6803 14.9871
C22 -9.6874 -9.9154 16.1158
N3 -9.7971 -12.1792 12.6104
H47 -7.3432 -12.5323 14.1727
H48 -7.6067 -13.3808 12.6357
H49 -7.8913 -14.2051 14.2134
H50 -9.9916 -13.8318 13.7377
H51 -9.5175 -12.5194 16.0007
H52 -10.8608 -12.0242 15.0876
H53 -9.0616 -9.0230 16.1078
H54 -9.6052 -10.3924 17.0924
H55 -10.7185 -9.5956 15.9657
H56 -8.9964 -11.5715 12.5127
H57 -10.3721 -11.4708 13.0436
C23 -14.5128 -7.8248 13.6357
O9 -13.9921 -6.5987 14.0979
H58 -15.4937 -7.9970 14.0787
H59 -14.5931 -7.7768 12.5497
H60 -13.8695 -8.6619 13.9068
H61 -13.1671 -6.4223 13.6398
C24 -13.2856 -13.5464 9.1753
O10 -11.9457 -13.8787 9.4892
H62 -13.8198 -14.4282 9.5289
H63 -13.6573 -12.6588 9.6872
H64 -13.5573 -13.4174 8.1276
H65 -11.7309 -14.5554 8.8430

=====

2.
The following is a DFT calculation (ωB97M-V/def2-TZVPD) of CuH14O7 as an isolated structure.

Results
charge	+1
relative energy (zero: lowest compared OMol25 entry of this formula, charge and spin)	10.1	kJ/mol
LUMO	-3.29	eV
calculated total energy	-2175.3433	Eh
HOMO level	-12.035	eV
HOMO-LUMO gap	8.75	eV
maximum force	0.5	eV Å⁻¹

Atoms and positions in Å:
Cu1 -0.3978 -0.0886 0.0974
O1 1.7099 -0.4074 -1.5647
H1 1.3802 -1.2001 -2.0082
H2 2.6639 -0.4132 -1.7377
O2 -1.0068 0.1002 -2.1911
H3 -0.2946 0.4662 -2.7360
H4 -1.8183 0.4830 -2.5492
O3 -2.6394 -0.5357 0.1010
H5 -3.1156 -1.1128 -0.5096
H6 -3.2514 0.1857 0.2956
O4 -0.3571 0.3773 2.8318
H7 0.4967 0.4830 2.3920
H8 -0.6366 1.2759 3.0402
O5 -0.1439 2.1805 -0.0137
H9 -0.1494 2.7803 0.7441
H10 -0.6681 2.6283 -0.6903
O6 0.2603 -2.3129 0.4209
H11 0.5273 -3.0416 -0.1537
H12 0.8556 -2.3643 1.1792
O7 1.9328 0.4072 1.1899
H13 2.5150 -0.2392 1.6167
H14 2.1371 0.3483 0.2453